# 1
Here is C42H51GeN2O4PdSb as an isolated structure from the Open Molecules 2025 dataset. Energies are from ωB97M-V with the def2-TZVPD basis set.

Each line ends with the Löwdin spin population.
Geometry (Å):
1 Pd -0.2428 -0.3384 0.3504  1.044
2 C 1.6164 1.1896 3.7856  0.001
3 C 0.4859 0.2263 3.7800  0.001
4 N -0.1250 -0.2590 2.7191  0.007
5 C -1.0933 -1.1182 3.1810  0.001
6 C -1.0693 -1.1398 4.5488  0.000
7 N -0.0589 -0.2872 4.9033  0.000
8 C -1.8217 -1.8298 5.6295  0.000
9 O -2.8024 -2.6135 5.2610  0.001
10 O -1.5022 -1.6302 6.7807  0.000
11 C -1.9676 -1.8761 2.2361  0.010
12 O -2.8347 -2.6316 2.7021  0.006
13 O -1.7493 -1.6955 1.0004  0.116
14 H 2.0534 1.2343 2.7888  0.001
15 H 2.3859 0.8867 4.4965  0.000
16 H 1.2801 2.1938 4.0480  0.000
17 H 0.1891 -0.1092 5.8648  0.000
18 H -2.9000 -2.6217 4.2479  0.001
19 C 7.4849 0.0543 0.6428  0.000
20 C 7.0285 0.0011 -0.6651  0.002
21 C 5.6702 0.1020 -0.9393  0.004
22 C 4.7534 0.2528 0.0945  0.036
23 C 5.2240 0.3326 1.4030  0.003
24 C 6.5790 0.2237 1.6799  0.001
25 Sb 2.6474 0.4534 -0.2596  0.056
26 C 2.0811 -1.4987 0.4348  0.026
27 C 1.2598 -2.3389 -0.3216  0.015
28 C 0.7944 -3.5421 0.2256  0.015
29 C 1.1409 -3.9058 1.5093  0.000
30 C 1.9758 -3.0809 2.2625  0.018
31 C 2.4346 -1.8932 1.7325  -0.002
32 C 2.6964 0.0019 -2.3390  0.000
33 C 3.1165 -1.2365 -2.8239  0.000
34 C 3.1469 -1.4874 -4.1871  0.000
35 C 2.7601 -0.5020 -5.0858  0.000
36 C 2.3521 0.7381 -4.6183  0.000
37 C 2.3234 0.9862 -3.2517  0.000
38 H 8.5433 -0.0278 0.8535  0.000
39 H 7.7299 -0.1206 -1.4809  0.000
40 H 5.3363 0.0536 -1.9683  0.000
41 H 4.5369 0.4926 2.2284  0.000
42 H 6.9255 0.2799 2.7040  0.000
43 H 1.0308 -2.1143 -1.3571  0.002
44 H 0.1551 -4.1724 -0.3715  0.001
45 H 0.7695 -4.8299 1.9328  0.000
46 H 2.2581 -3.3702 3.2674  0.001
47 H 3.0696 -1.2587 2.3414  0.000
48 H 3.4272 -2.0127 -2.1336  0.000
49 H 3.4720 -2.4549 -4.5486  0.000
50 H 2.7806 -0.7013 -6.1498  0.000
51 H 2.0562 1.5127 -5.3144  0.000
52 H 1.9970 1.9594 -2.8989  0.000
53 C -1.9755 0.4835 -3.7793  0.020
54 C -1.9022 -0.2917 -2.4484  0.040
55 C -3.3165 -0.3370 -1.8584  0.000
56 C -0.9487 0.4872 -1.5503  0.373
57 C -1.3842 -1.7059 -2.7161  0.016
58 C -1.9177 -2.8188 -2.0672  0.003
59 C -1.4997 -4.1018 -2.3946  0.000
60 C -0.5170 -4.3013 -3.3518  0.002
61 C 0.0559 -3.1996 -3.9698  0.000
62 C -0.3793 -1.9202 -3.6586  0.003
63 H -2.3870 1.4780 -3.5950  0.001
64 H -2.6245 -0.0294 -4.4925  0.004
65 H -0.9931 0.6125 -4.2347  0.000
66 H -3.7655 0.6566 -1.8725  0.000
67 H -3.3107 -0.6951 -0.8272  0.000
68 H -3.9559 -1.0037 -2.4394  0.000
69 H -0.0603 0.7776 -2.1132  0.024
70 H -2.6643 -2.6986 -1.2969  0.000
71 H -1.9442 -4.9475 -1.8836  0.000
72 H -0.1950 -5.3025 -3.6085  0.000
73 H 0.8360 -3.3299 -4.7102  0.000
74 H 0.0858 -1.0805 -4.1615  0.000
75 C -3.2062 2.3703 4.1491  0.000
76 C -4.1625 2.3843 2.9623  0.001
77 C -3.4749 2.7202 1.6374  0.004
78 C -2.4974 1.6299 1.2001  0.020
79 Ge -1.6075 2.0307 -0.5123  0.086
80 C -0.1869 3.3760 -0.2846  -0.001
81 C 0.3116 3.5660 1.1429  0.001
82 C 1.2168 4.7834 1.2955  0.000
83 C 1.8927 4.8552 2.6572  0.000
84 H -3.7315 2.1790 5.0854  0.000
85 H -2.6908 3.3302 4.2471  0.000
86 H -2.4454 1.5934 4.0428  0.000
87 H -4.9652 3.1022 3.1491  0.000
88 H -4.6405 1.4035 2.8726  0.000
89 H -2.9419 3.6728 1.7511  0.000
90 H -4.2237 2.8855 0.8579  0.001
91 H -3.0176 0.6725 1.1185  0.000
92 H -1.7279 1.5029 1.9619  0.001
93 H -2.7270 2.7064 -1.3598  0.035
94 H -0.5883 4.3164 -0.6723  0.000
95 H 0.6553 3.1101 -0.9324  0.000
96 H 0.8602 2.6689 1.4524  0.001
97 H -0.5317 3.6509 1.8383  0.000
98 H 0.6281 5.6902 1.1268  0.000
99 H 1.9749 4.7656 0.5054  0.000
100 H 1.1536 4.8717 3.4625  0.000
101 H 2.5080 5.7500 2.7573  0.000
102 H 2.5410 3.9908 2.8197  0.000

Output
E	-4486.5484	a.u.
lowest unoccupied orbital energy (alpha / beta)	0.012 / -0.060	Eh
⟨S²⟩	2.0109
multiplicity	3
F_max	0.5	eV/A

# 2
Here is one molecule with the formula C4H6N2OS from the Open Molecules 2025 dataset. Energies are from ωB97M-V with the def2-TZVPD basis set.

Each line ends with the Mulliken charge.
Geometry (Å):
1 C 2.6810 -1.2259 -0.3230  -0.558
2 C 2.4583 0.0527 0.0698  -0.409
3 C 1.1337 0.7561 0.0887  0.555
4 O 1.0622 1.9340 0.0710  -0.511
5 N -0.0828 -0.0239 -0.0741  0.256
6 N -0.0664 -1.3339 0.4404  -0.675
7 C -1.2925 0.6032 -0.0902  -0.210
8 S -2.7328 -0.1839 -0.1224  -0.291
9 H 3.6787 -1.4820 -0.5396  0.283
10 H 1.8579 -1.8827 -0.5439  0.342
11 H 3.2685 0.7089 0.1810  0.384
12 H -0.7466 -1.8468 -0.1180  0.248
13 H -0.4776 -1.3220 1.4358  0.262
14 H -1.1934 1.6841 -0.0615  0.325

Output
E	-738.8922	a.u.
lowest unoccupied orbital energy	-0.013	Eh
energy relative to the best compared isomer or geometry (same formula, charge and spin)	70.61	kcal/mol
F_max	2.7	eV/A

# 3
Here is C35H39CeN5 as an isolated structure from the Open Molecules 2025 dataset. Energies are from ωB97M-V with the def2-TZVPD basis set.

Each line ends with the Löwdin spin population.
Geometry (Å):
1 Ce -0.1168 -1.2397 -0.0119  1.036
2 N -0.4914 -1.8840 2.4873  0.002
3 N -0.6273 -2.5468 -2.3015  -0.001
4 C 0.6814 1.8246 -0.3553  -0.002
5 C 1.7612 0.9393 -0.0481  -0.002
6 C 1.6915 0.6439 1.3607  -0.002
7 C 2.5740 -0.2318 2.1364  -0.010
8 H 3.4314 -0.5805 1.5436  0.000
9 H 1.9598 -1.3645 2.4269  -0.002
10 H 2.8854 0.2072 3.0989  -0.001
11 C 0.5452 1.3179 1.8911  -0.002
12 C 0.2170 1.3656 3.3332  0.000
13 H 0.9234 2.0202 3.8718  0.000
14 H 0.2738 0.3707 3.7925  0.000
15 H -0.7904 1.7606 3.5086  0.000
16 C -0.0530 2.0603 0.8436  -0.003
17 C -1.1511 3.0376 1.0247  0.000
18 H -2.1000 2.5584 1.3078  0.000
19 H -1.3156 3.6173 0.1106  0.000
20 H -0.8918 3.7466 1.8251  0.000
21 C 2.8491 0.4997 -0.9658  0.000
22 H 3.7788 1.0855 -0.8482  0.000
23 H 2.5487 0.5918 -2.0185  0.000
24 H 3.1252 -0.5510 -0.7891  0.000
25 C 0.4921 2.5357 -1.6448  0.000
26 H -0.5668 2.7657 -1.8193  0.000
27 H 0.8441 1.9342 -2.4920  0.000
28 H 1.0475 3.4900 -1.6695  0.000
29 C -1.2930 -2.3299 3.4495  0.002
30 H -1.3308 -1.8002 4.3622  0.000
31 C -2.1052 -3.4456 3.3308  0.000
32 H -2.8179 -3.7352 4.0893  0.000
33 C -1.8613 -4.1792 2.1815  0.002
34 H -2.5766 -4.9604 1.9426  0.000
35 C -0.7354 -3.9288 1.3770  -0.002
36 H -0.7352 -4.3686 0.3730  0.000
37 C 0.3072 -2.9539 1.8975  0.004
38 C 1.6614 -2.6422 2.1442  -0.016
39 H 2.2301 -2.7105 1.2022  0.000
40 C -0.6458 -1.2866 -2.6343  -0.003
41 C 0.2017 -3.1448 -3.2752  0.000
42 H 0.7589 -4.0519 -3.0628  0.000
43 C 0.1108 -2.4255 -4.4122  0.000
44 H 0.2936 -2.6256 -5.4421  0.000
45 N -0.4832 -1.1828 -3.9856  0.000
46 C -0.5830 0.0608 -4.5907  0.000
47 C 0.5361 0.4797 -5.3258  0.000
48 C 0.3138 1.6571 -6.0196  0.000
49 H 1.0619 1.9419 -6.7423  0.000
50 C -0.8489 2.3888 -5.7860  0.000
51 C -1.0922 3.5914 -6.6183  0.000
52 H -1.6543 4.3298 -6.0384  0.000
53 H -1.6778 3.3352 -7.5133  0.000
54 H -0.1331 4.0098 -6.9413  0.000
55 C -1.8042 2.0355 -4.8259  0.000
56 H -2.6788 2.6465 -4.6477  0.000
57 C -1.6625 0.8508 -4.1265  0.000
58 C -2.6193 0.4275 -3.0477  0.000
59 H -2.7224 -0.6570 -2.9178  0.000
60 H -3.6245 0.7987 -3.3022  0.000
61 H -2.3971 0.8542 -2.0532  0.000
62 C 1.8041 -0.3060 -5.3348  0.000
63 H 1.6919 -1.3171 -5.7370  0.000
64 H 2.2782 -0.4041 -4.3447  0.000
65 H 2.5100 0.2133 -5.9847  0.000
66 N -4.7158 -1.8516 0.2993  0.000
67 C -3.4307 -1.7774 -0.0934  0.000
68 N -2.7331 -0.9237 0.6637  -0.001
69 C -3.6518 -0.4108 1.6130  0.000
70 C -3.4902 0.4902 2.6683  0.000
71 C -4.5976 0.7566 3.4903  0.000
72 C -5.8384 0.1338 3.2662  0.000
73 C -6.0007 -0.7693 2.2020  0.000
74 C -4.8965 -0.9994 1.3921  0.000
75 H -5.4340 -2.4325 -0.1163  0.000
76 H -3.0263 -2.3247 -0.9522  0.000
77 H -2.5059 0.9336 2.8079  0.000
78 H -4.5019 1.4583 4.3220  0.000
79 H -6.6761 0.3625 3.9304  0.000
80 H -6.9418 -1.2831 2.0027  0.000

Output
charge	-1
E	-2105.7930	a.u.
lowest unoccupied orbital energy (alpha / beta)	0.084 / 0.084	Eh
⟨S²⟩	0.7543
multiplicity	2
F_max	4.5	eV/A